# 1
{
  "formula": "C4H5NO",
  "method": "ωB97M-V/def2-TZVPD",
  "e_tot_ha": -285.30181,
  "homo_lumo_gap_ev": 9.7,
  "homo_energy_ha": -0.382,
  "e_above_lowest_kcal_mol": 70.8,
  "species": ["H", "O", "C", "H", "C", "H", "H", "C", "H", "N", "C"],
  "xyz": [[1.957, 0.935, -0.912], [0.751, -1.510, 0.695], [-0.079, 1.797, 0.334], [2.787, -0.509, -0.398], [-1.720, -0.101, 0.087], [-1.807, -0.829, 0.898], [-2.516, 0.641, 0.173], [-0.354, 0.533, 0.166], [-1.829, -0.633, -0.863], [1.970, 0.083, -0.374], [0.840, -0.409, 0.194]]
}


# 2
{
  "formula": "C4H13N3",
  "method": "ωB97M-V/def2-TZVPD",
  "e_tot_ha": -324.25418,
  "homo_lumo_gap_ev": [6.2, 7.9],
  "homo_energy_ha": [-0.251, -0.273],
  "e_above_lowest_kcal_mol": 138.5,
  "species": ["H", "N", "N", "H", "H", "C", "H", "N", "H", "H", "H", "H", "H", "H", "H", "H", "H", "C", "C", "C"],
  "xyz": [[-0.662, 0.222, 1.600], [0.659, 1.157, -1.001], [-2.502, -0.341, -0.563], [2.904, 0.384, 1.339], [-1.299, -1.487, -1.860], [0.185, -0.379, 1.319], [-0.526, 0.199, -1.354], [-2.369, -1.215, 0.392], [0.777, -0.769, 2.138], [3.279, 1.427, -0.046], [-2.839, -1.026, 1.264], [-2.000, 0.030, -2.502], [0.113, 2.016, -1.075], [0.215, -1.050, 0.477], [0.909, 1.859, 0.957], [2.771, -0.230, -0.332], [-1.790, -2.047, 0.308], [1.177, 1.082, 0.234], [-1.619, -0.465, -1.613], [2.617, 0.633, 0.317]]
}


# 3
{
  "formula": "C2H3O3S2",
  "method": "ωB97M-V/def2-TZVPD",
  "e_tot_ha": -1100.14177,
  "total_charge": -1,
  "homo_lumo_gap_ev": [7.3, 7.3],
  "homo_energy_ha": [-0.166, -0.166],
  "e_above_lowest_kcal_mol": 33.6,
  "species": ["S", "H", "O", "C", "H", "C", "O", "O", "H", "S"],
  "xyz": [[-2.922, 1.534, -0.074], [0.798, 1.219, 0.397], [1.153, -1.289, 0.829], [0.302, -1.296, -0.027], [-0.610, 0.485, -1.305], [-0.479, -0.039, -0.337], [-0.212, -2.260, -0.636], [1.724, 1.254, 0.121], [2.056, 0.286, 0.367], [-1.810, 0.105, 0.665]]
}


# 4
{
  "formula": "C5H16O3",
  "method": "ωB97M-V/def2-TZVPD",
  "e_tot_ha": -425.58756,
  "homo_lumo_gap_ev": 6.5,
  "homo_energy_ha": -0.290,
  "e_above_lowest_kcal_mol": 140.0,
  "species": ["C", "H", "H", "H", "H", "H", "H", "C", "C", "H", "H", "H", "O", "H", "H", "O", "H", "H", "H", "O", "H", "H", "C", "C"],
  "xyz": [[-0.611, -1.759, 1.107], [1.330, 0.977, 1.415], [0.860, -2.006, -1.719], [1.245, -0.425, -2.400], [-1.070, -1.800, 2.041], [-0.474, 1.389, 1.483], [0.137, -2.540, 1.040], [0.314, 0.664, 1.656], [0.325, -0.175, -0.611], [2.423, 0.649, -0.693], [-2.054, -0.029, -0.974], [1.098, -0.789, 0.215], [3.116, 0.878, -0.060], [-2.212, 1.289, -0.048], [-1.410, -2.011, 0.392], [-1.720, 2.401, -0.307], [0.196, 0.295, 2.720], [-0.369, -0.873, -2.437], [-2.580, 2.662, -0.722], [-2.544, -0.003, -0.107], [0.184, 0.874, -0.906], [3.216, 1.885, -0.049], [0.524, -0.973, -1.843], [0.075, -0.580, 0.806]]
}


# 5
{
  "formula": "C12H18F9MnN5O2PS4Sb",
  "method": "ωB97M-V/def2-TZVPD",
  "e_tot_ha": -5116.69993,
  "multiplicity": 6,
  "s_squared": 8.76,
  "total_charge": -2,
  "homo_lumo_gap_ev": [4.8, 4.8],
  "homo_energy_ha": [-0.035, -0.036],
  "e_above_lowest_kcal_mol": 0.0,
  "species": ["F", "H", "C", "H", "H", "C", "N", "S", "O", "N", "C", "C", "H", "H", "H", "H", "N", "H", "H", "F", "H", "F", "S", "F", "N", "C", "H", "O", "C", "C", "H", "H", "H", "F", "Sb", "S", "F", "H", "C", "F", "H", "H", "Mn", "P", "C", "C", "F", "S", "H", "N", "C", "C", "F"],
  "xyz": [[1.898, -7.264, -9.055], [2.147, -10.344, -17.503], [2.169, -9.402, -12.049], [2.966, -9.800, -10.210], [-0.616, -13.492, -14.880], [0.427, -9.668, -7.952], [0.885, -13.826, -16.290], [-2.595, -9.144, -13.193], [1.103, -9.455, -12.787], [3.131, -8.565, -12.490], [2.611, -11.567, -15.211], [4.338, -8.321, -11.753], [2.990, -10.507, -15.293], [2.872, -14.023, -15.680], [-1.134, -11.135, -15.969], [-0.960, -13.187, -17.127], [0.397, -11.651, -17.361], [0.335, -13.461, -18.305], [4.990, -7.638, -12.339], [-2.330, -9.696, -8.516], [4.880, -9.236, -11.583], [-2.111, -7.729, -7.565], [-1.372, -12.273, -11.346], [0.750, -6.973, -7.191], [2.341, -10.151, -10.911], [2.293, -13.583, -16.521], [3.304, -12.103, -14.534], [-0.042, -8.914, -10.240], [0.496, -13.395, -14.962], [0.128, -13.081, -17.299], [4.078, -7.942, -10.733], [2.551, -14.054, -17.468], [1.508, -10.626, -10.583], [-0.047, -9.560, -6.691], [-2.927, -11.452, -13.003], [-5.112, -11.542, -12.404], [1.787, -9.566, -7.885], [0.119, -9.850, -16.221], [-0.187, -8.592, -8.970], [0.009, -6.144, -9.073], [1.015, -13.979, -14.216], [2.102, -11.795, -18.544], [-0.733, -9.807, -11.891], [0.821, -11.580, -14.609], [-0.049, -10.961, -16.159], [0.638, -7.196, -8.525], [-2.308, -7.851, -9.739], [-2.777, -12.560, -15.117], [2.853, -7.958, -13.249], [2.632, -12.150, -16.557], [1.843, -11.413, -17.546], [-1.756, -8.452, -8.670], [0.115, -10.895, -8.351]]
}


# 6
{
  "formula": "C4H11N2O2",
  "method": "ωB97M-V/def2-TZVPD",
  "e_tot_ha": -418.81767,
  "total_charge": -1,
  "homo_lumo_gap_ev": [6.1, 6.1],
  "homo_energy_ha": [-0.083, -0.083],
  "e_above_lowest_kcal_mol": 171.5,
  "species": ["H", "N", "O", "H", "C", "H", "C", "H", "H", "H", "C", "H", "H", "H", "H", "H", "C", "O", "N"],
  "xyz": [[2.834, -0.067, -1.896], [-0.532, 0.760, -1.143], [-2.029, -1.437, -1.064], [3.216, 0.140, -0.145], [2.401, 0.263, -0.947], [-1.409, -0.693, 0.764], [-1.694, -1.728, 0.235], [-2.658, 1.514, 0.724], [-0.812, -2.375, 0.199], [0.841, -0.966, -1.372], [-1.770, 1.962, 0.425], [-1.064, 1.605, 1.175], [1.494, -1.203, 0.162], [-1.933, 3.010, 0.687], [2.233, 1.324, -1.159], [-2.460, -2.234, 0.963], [1.155, -0.527, -0.510], [-1.411, 1.763, -0.933], [0.059, 0.343, -0.053]]
}


# 7
{
  "formula": "C23H48Cl4FMg2N5O10S3",
  "method": "ωB97M-V/def2-TZVPD",
  "e_tot_ha": -5466.20970,
  "homo_lumo_gap_ev": 1.9,
  "homo_energy_ha": -0.213,
  "species": ["O", "H", "H", "S", "C", "C", "H", "C", "H", "H", "C", "C", "H", "H", "C", "H", "N", "H", "H", "O", "H", "H", "H", "H", "N", "H", "Cl", "Cl", "Mg", "H", "Cl", "Cl", "Mg", "H", "C", "C", "H", "O", "C", "H", "S", "H", "O", "C", "N", "C", "H", "O", "H", "O", "H", "C", "H", "O", "C", "C", "C", "O", "C", "C", "H", "C", "S", "F", "H", "O", "C", "H", "H", "H", "H", "H", "H", "C", "C", "H", "H", "C", "H", "H", "H", "H", "H", "N", "H", "O", "N", "H", "C", "H", "H", "H", "H", "H", "H", "H"],
  "xyz": [[3.666, 1.821, -0.569], [-3.954, 0.479, -3.800], [3.527, -0.025, -4.610], [1.470, 1.082, 5.359], [4.685, -0.315, -1.035], [1.070, 0.410, -4.216], [3.537, -1.687, -3.989], [0.990, 4.680, 3.763], [0.037, -1.606, -5.169], [-1.310, -0.864, -4.594], [0.147, 0.437, -5.430], [-0.721, 0.352, 2.131], [1.121, 3.607, 6.819], [-7.127, -1.457, -3.782], [-4.097, -2.186, -3.382], [0.235, -5.909, 1.651], [-0.725, 1.790, 2.085], [4.055, -0.823, -0.299], [-2.081, 2.114, 0.512], [-4.450, 5.173, 2.698], [0.209, -0.856, 4.978], [-4.415, -3.063, -2.804], [-0.569, -0.083, 1.148], [0.687, -6.059, 3.348], [-0.627, -0.849, -5.373], [5.631, -0.844, -1.115], [7.348, -1.982, 0.441], [5.660, -0.410, 2.264], [5.702, -3.777, 0.968], [0.393, -2.619, -0.255], [8.169, -1.496, 3.204], [3.250, -4.757, -0.233], [1.519, 1.462, 0.938], [1.135, 4.604, 2.710], [0.815, -5.450, 2.452], [-4.769, -0.065, -4.280], [1.308, 0.347, 2.682], [-2.951, -2.089, -3.823], [-6.389, -1.466, -2.980], [4.168, -0.376, -1.992], [-5.771, 4.748, 2.278], [-6.448, -2.415, -2.455], [-3.097, 2.114, 3.672], [0.165, 0.128, 4.535], [1.308, 3.649, 4.636], [-1.476, -3.365, 0.491], [0.192, 6.048, 6.453], [-5.751, 4.413, 0.691], [-6.613, -0.660, -2.281], [-6.753, 5.805, 2.375], [-0.828, 0.498, 4.762], [0.986, 4.132, 5.903], [0.162, 0.709, -7.576], [1.677, -0.857, -4.089], [6.801, -1.739, 2.149], [0.518, 5.359, 5.707], [4.913, 1.136, -0.653], [0.659, -3.117, 1.673], [-1.943, 2.340, 1.558], [0.368, -4.024, 2.723], [-5.652, 0.565, -4.311], [0.869, 0.519, -6.767], [2.803, 2.415, 2.960], [-6.581, 5.448, -0.034], [0.481, -1.166, 2.879], [-6.189, 3.568, 2.999], [0.391, -0.097, 3.034], [-1.637, -0.093, 2.525], [-1.126, -1.066, -6.233], [5.520, 1.639, -1.403], [-1.897, -3.444, -0.513], [1.589, 1.333, -6.760], [-4.465, -0.316, -5.298], [-3.120, 1.952, 2.438], [1.849, 2.455, 4.301], [-1.872, -4.191, 1.083], [0.456, 0.547, -3.321], [2.999, -0.980, -4.615], [-1.869, 3.422, 1.608], [0.899, -3.640, 3.595], [-1.824, -2.438, 0.950], [0.401, -4.347, 0.021], [1.861, -5.471, 2.151], [0.524, 5.701, 4.360], [3.166, 1.350, 0.113], [-4.070, 1.410, 1.859], [-5.055, -1.280, -3.537], [5.421, 1.217, 0.312], [0.045, -3.397, 0.427], [2.972, -1.380, -5.631], [6.265, -2.666, 2.481], [-0.701, -3.994, 2.969], [1.795, 1.224, -4.235], [-0.494, 2.207, 2.975], [-0.570, 1.252, -5.351], [1.396, -0.406, -7.005]]
}


# 8
{
  "formula": "C40H53CoN4O4P2Te",
  "method": "ωB97M-V/def2-TZVPD",
  "e_tot_ha": -4409.43897,
  "multiplicity": 2,
  "s_squared": 0.82,
  "total_charge": -1,
  "homo_lumo_gap_ev": [4.1, 4.3],
  "homo_energy_ha": [-0.094, -0.103],
  "species": ["H", "O", "C", "H", "C", "H", "H", "H", "H", "C", "C", "H", "H", "P", "H", "C", "H", "H", "C", "H", "H", "C", "H", "H", "N", "H", "H", "C", "H", "H", "H", "H", "H", "H", "C", "H", "H", "C", "H", "C", "C", "H", "H", "C", "C", "H", "C", "P", "H", "H", "N", "C", "H", "H", "N", "C", "N", "C", "C", "C", "H", "O", "H", "H", "H", "C", "Te", "C", "H", "O", "C", "H", "H", "C", "Co", "H", "H", "H", "C", "C", "H", "C", "C", "C", "H", "C", "O", "H", "C", "C", "C", "H", "C", "C", "H", "H", "C", "C", "C", "H", "H", "H", "C", "C", "H"],
  "xyz": [[2.812, -1.805, -2.800], [-2.150, -3.167, -1.379], [-1.309, 2.063, 2.940], [-1.428, 0.360, -2.097], [1.718, 1.188, -3.206], [-0.120, -4.045, 1.679], [-0.236, -1.950, -2.696], [-5.533, 4.119, 1.703], [1.145, 5.894, 3.066], [-3.498, -2.106, 1.720], [1.305, 2.275, -3.955], [-3.123, -0.038, -1.928], [3.492, 0.511, 3.384], [1.856, -0.516, -0.958], [-1.069, 4.103, 0.152], [-3.071, -2.721, -3.566], [-2.343, -1.935, -3.769], [2.439, 0.500, -3.637], [1.801, 3.925, 2.475], [-5.200, -2.986, 0.713], [2.393, 3.464, -5.374], [-1.704, 2.632, 1.555], [-5.541, -2.390, 2.354], [2.680, 3.951, 3.100], [1.490, 0.367, 1.850], [-3.258, 3.869, 2.475], [-5.331, -1.245, 1.012], [1.408, -5.544, 2.099], [-2.654, 1.496, -2.680], [5.086, 1.526, -0.635], [-3.729, -1.869, -1.695], [2.072, -4.058, -2.161], [-6.110, 2.464, 1.477], [-0.806, 3.630, -1.692], [1.841, 2.522, -5.340], [-2.668, -3.666, -3.935], [2.513, 1.720, -5.646], [0.885, 4.998, 2.513], [-4.085, -3.590, -1.880], [1.867, -1.894, -2.253], [3.709, -0.086, -1.052], [2.631, -3.239, -0.692], [3.572, 1.633, 0.268], [1.471, 2.737, 1.810], [3.176, 1.534, 3.212], [0.796, -6.371, 1.762], [1.877, -3.223, -1.483], [-1.472, -2.381, -0.030], [3.176, -6.701, 2.267], [0.771, -2.796, -3.876], [2.024, -0.795, 2.328], [2.722, -5.723, 2.366], [4.384, -2.064, -0.422], [-5.944, 3.534, 0.082], [-0.046, 1.731, 0.056], [2.045, 1.529, 2.215], [0.494, 2.872, 0.776], [3.539, -4.614, 2.747], [-0.669, 3.714, 1.094], [1.622, -3.128, 2.579], [3.634, -2.504, 3.042], [-0.807, -1.118, -0.652], [-1.094, 5.663, 2.011], [0.904, -3.380, -1.018], [-3.107, -3.086, 2.018], [-4.084, 2.775, 0.852], [0.266, -3.812, 4.410], [-3.790, 1.897, -0.235], [4.052, -0.267, -2.076], [-0.090, -1.554, 1.950], [4.005, 1.373, -0.697], [-2.195, 1.680, 3.448], [3.607, 2.063, -1.440], [-0.080, 2.941, -2.100], [-0.004, -0.047, 0.803], [4.052, -0.946, 0.902], [-0.605, 1.236, 2.854], [-3.997, -2.498, -4.101], [-0.345, 4.884, 1.950], [-5.499, 3.256, 1.039], [5.528, -0.759, -0.067], [0.366, 1.859, -1.343], [-2.512, 1.461, -0.546], [-2.401, 0.779, -1.894], [4.026, 2.114, 2.844], [0.779, -4.257, 2.248], [-2.817, -1.621, 0.583], [-0.862, 2.848, 3.556], [1.160, -1.770, 2.251], [-4.990, -2.193, 1.433], [-1.472, 1.667, 0.385], [0.007, 3.988, -3.955], [0.376, 3.142, -3.385], [3.018, -3.368, 2.835], [0.688, -1.030, -3.892], [-4.594, 1.638, -0.915], [0.702, -1.905, -3.244], [4.466, -1.022, -0.105], [-3.088, 3.165, 1.665], [4.594, -4.776, 2.931], [1.030, 2.587, -6.068], [2.847, 1.965, 4.160], [1.255, 0.948, -1.911], [-3.328, -2.817, -2.069], [-3.320, -1.414, 2.550]]
}